# 1
A molecular structure, C21H62NO21S at a distorted geometry. Source: OMol25; level of theory: the ωB97M-V functional and the def2-TZVPD basis.

Output
E_LUMO	1.0	eV
ΔE to the lowest compared entry with this formula, charge and spin	126.7	kJ/mol
HOMO-LUMO gap	6.96	eV
E_tot	-78090.95045	eV
net charge	-1
max |F|	14.56	eV/Å
E_HOMO	-5.9	eV

Structure (XYZ):
```
106
Properties=species:S:1:pos:R:3:forces:R:3:mulliken_charge:R:1
C 2.3991 5.3874 -1.8084 0.17 -6.21 -3.18 -1.0816
N 3.2869 4.6346 -0.7988 -5.31 -0.12 -0.11 0.4295
C 4.5335 5.3174 -0.6905 3.10 -3.25 -3.37 -0.8906
C 2.5331 4.5902 0.5915 12.51 7.45 -0.20 -1.6856
C 3.4420 3.2678 -1.3698 3.45 -0.27 -0.28 -0.8151
C 2.2749 2.3081 -1.0574 -1.89 -0.06 -0.17 0.2363
O 2.3584 1.1002 -1.7337 1.88 1.07 -1.26 -0.5057
H 2.5287 6.2780 -1.5622 0.44 8.13 2.39 0.6606
H 1.3176 5.1711 -1.9479 1.00 -0.68 0.65 0.2251
H 2.9376 5.3443 -2.8107 -0.81 -0.48 1.18 0.4094
H 5.0332 4.7856 0.0691 1.12 0.03 1.05 0.4638
H 4.6088 6.3172 -0.6966 -1.01 3.77 1.21 0.3462
H 5.2110 5.2270 -1.6955 -1.77 -0.80 2.00 0.3328
H 3.0250 4.0461 1.3397 1.60 -1.56 0.33 0.5593
H 1.6902 4.3094 0.6959 -11.53 -3.41 -0.32 0.8429
H 2.7403 5.6576 1.0853 -1.05 -1.85 -1.52 0.2692
H 4.5137 3.0055 -0.9210 -2.51 -0.67 -0.59 0.3157
H 3.7725 3.5218 -2.4333 -1.13 -1.09 1.02 0.3707
H 1.1308 2.6170 -1.1209 2.31 0.83 -0.42 -0.0257
H 2.3101 2.0070 -0.0454 0.57 0.45 1.85 0.1477
H 1.4682 0.7865 -1.5943 -0.63 -1.46 -0.07 0.2542
S -0.3533 -0.7573 -0.0787 0.06 0.51 -2.34 -0.5520
O 0.1230 0.0533 -1.2629 -0.70 -1.20 1.13 -0.4843
O -1.8133 -0.7494 -0.0659 1.48 -0.50 0.06 0.4105
O 0.2278 -2.1339 -0.1957 -0.87 2.05 -0.09 0.3645
O 0.1817 -0.1142 1.0985 0.27 0.47 1.24 0.3309
C -4.4168 -2.8050 -0.9030 0.64 0.57 1.19 -0.4924
C -3.8905 -3.1723 0.5223 1.06 -0.48 -0.27 0.2770
O -4.4512 -4.4324 0.8247 0.63 -2.16 2.05 -0.6486
O -3.7893 -1.6535 -1.3110 -2.17 1.39 -2.52 -0.4862
H -5.4471 -2.4879 -1.0501 -0.62 -1.30 0.70 0.3078
H -4.0632 -3.5446 -1.5740 -0.43 -1.59 -0.58 0.2498
H -4.1548 -2.4793 1.2807 -0.86 1.00 0.44 0.0394
H -2.7276 -3.1268 0.6274 -1.69 -0.55 -0.93 0.0566
H -4.0772 -4.9028 1.6609 -0.65 1.77 -2.31 0.3467
H -3.0435 -1.5964 -0.8082 3.49 0.77 1.47 0.1612
C -0.8630 1.9586 3.9668 -1.76 -3.27 2.36 -0.4110
C -0.9681 2.6868 2.7710 0.01 2.22 -3.03 0.3375
O 0.1671 2.3888 2.0234 0.93 -2.01 -2.28 -0.4435
O -1.8929 2.2508 4.8311 -1.17 1.75 1.64 -0.6978
H -0.0478 2.1934 4.5716 2.31 0.08 0.11 0.3779
H -1.0076 0.8651 3.8231 1.34 0.30 -0.43 0.0549
H -0.9244 3.7551 2.9894 -0.06 0.25 0.09 0.3672
H -1.8992 2.5713 2.1740 0.20 -0.37 0.49 -0.2699
H 0.0883 1.4071 1.6617 0.14 2.48 0.80 0.0412
H -2.5823 1.6540 4.6098 -1.21 -0.52 0.49 0.3915
C -2.3240 2.0273 -2.2059 0.74 -2.13 4.99 -0.2448
C -2.2929 2.7215 -0.7679 -0.07 -0.79 -3.07 0.3459
O -3.5465 2.7618 -0.2857 -3.23 -2.03 2.25 -0.7087
O -1.0490 1.8974 -2.6309 3.55 -0.64 -1.51 -0.6795
H -3.0633 2.4428 -2.7897 -0.93 1.73 -2.05 0.6439
H -2.7348 1.0027 -2.0473 -0.12 0.36 0.38 -0.2146
H -1.8918 3.7019 -0.7359 0.65 1.23 -0.58 0.5655
H -1.7328 2.1423 -0.1123 1.84 -1.28 0.91 -0.6411
H -3.6659 1.8122 0.0727 -0.57 2.06 -0.43 0.4437
H -0.4914 1.1285 -2.1647 -2.51 2.06 -0.80 0.4971
C -3.5464 -0.1736 2.5827 -1.41 -0.01 -2.36 1.5746
C -4.3311 0.7974 3.3612 -2.46 1.97 -2.95 -1.0253
O -4.0311 0.7528 4.6590 -1.40 -2.17 4.95 -0.6012
O -3.8090 0.1047 1.1829 -2.21 0.93 2.58 -0.6612
H -3.8266 -1.1938 2.8246 -0.18 -0.34 0.16 0.2532
H -2.5212 -0.0836 2.7489 1.88 0.23 0.52 -0.9441
H -5.4644 0.6362 3.1416 1.74 0.44 0.27 0.3692
H -4.0584 1.8634 3.1075 -0.48 -1.05 -0.67 0.2645
H -4.6309 0.0985 5.1292 1.45 1.18 -0.71 0.3663
H -3.0777 -0.2763 0.7692 1.91 -0.94 -1.67 0.5029
C 2.4150 -0.8652 3.6312 -0.44 0.41 -3.25 -0.7424
C 1.4584 -1.9370 3.4003 -0.11 -3.44 -2.48 -0.0658
O 0.0741 -1.5700 3.3357 1.58 -0.65 1.23 -0.6424
O 2.4219 -0.0355 2.4408 11.02 -1.06 6.08 -0.6757
H 3.3689 -1.2831 3.8163 1.42 -0.64 -0.78 0.4852
H 2.3046 -0.3582 4.5139 -1.25 2.00 2.14 0.3404
H 1.6906 -2.7912 4.0058 -0.66 -0.31 1.29 0.5528
H 1.7513 -2.4946 2.3700 -0.58 1.59 1.72 -0.1050
H 0.1713 -1.1082 2.5138 -1.28 0.81 -1.02 -0.2490
H 1.6991 0.0930 2.0461 -9.23 1.06 -4.34 0.2874
C 0.0364 -5.4796 0.1064 -6.20 0.03 1.61 -0.5262
C -0.7259 -5.2593 -1.2142 0.16 2.19 -0.29 -0.0477
O -0.0063 -4.1192 -1.8708 -0.21 0.32 -0.19 -0.6069
O -0.1411 -4.3473 0.9757 -0.43 1.35 -1.10 -0.5823
H 0.9859 -5.4740 -0.1171 5.30 -0.94 -1.20 0.3113
H -0.3678 -6.4187 0.6636 0.92 1.45 -0.86 0.2491
H -1.8220 -4.9477 -0.9882 1.64 -0.73 -0.48 -0.0610
H -0.6507 -6.0964 -1.9964 -0.19 1.14 1.34 0.2841
H 0.1623 -3.1849 -1.4382 -1.36 -3.15 -0.50 0.3849
H -0.0618 -3.4142 0.4444 -0.29 -3.15 1.74 -0.0016
C -0.5148 -1.5990 -5.6641 4.09 -0.29 2.08 -0.7594
C -0.3640 -1.4507 -4.0615 1.38 0.17 -5.25 0.0269
O 0.6520 -0.5803 -3.7375 2.25 0.44 -3.35 -0.5713
O -1.5657 -2.3841 -6.0379 2.74 -3.67 -0.09 -0.5081
H 0.5433 -2.1347 -6.0295 -2.76 1.54 0.71 0.1902
H -0.5825 -0.5828 -6.0398 0.19 0.19 -0.40 0.3832
H -0.0617 -2.3275 -3.6810 0.07 -3.84 1.28 0.2949
H -1.1990 -1.0638 -3.6595 -3.67 0.79 1.25 0.0626
H 0.3110 -0.3627 -2.9289 -0.05 1.56 3.55 0.5742
H -2.2948 -1.8879 -6.1379 -4.01 2.66 -0.44 0.2910
C 4.9123 -2.4911 -0.9258 -1.40 -5.23 1.09 -0.8341
C 3.4396 -2.1122 -0.9110 0.92 5.48 0.22 1.1787
O 2.6378 -3.0215 -0.4144 -2.38 -2.72 1.59 -0.6259
O 5.6762 -1.4578 -1.4464 -0.03 -1.79 -1.51 -0.4768
H 5.0481 -3.4647 -1.5189 -0.14 1.60 0.01 0.3162
H 5.1424 -3.1688 0.2179 -0.14 2.97 -2.64 0.1962
H 3.0178 -1.7356 -1.8817 1.08 -0.22 0.17 -0.0029
H 3.4021 -1.0777 -0.2226 0.23 -1.95 -1.36 -0.3055
H 1.7022 -2.6607 -0.3842 1.61 -0.50 0.11 0.0745
H 5.9324 -1.0171 -0.6956 1.17 2.28 2.46 0.3116
```
Positions in Å, forces in eV/Å.

---

# 2
9 unconnected molecules or ions with the total composition C21H63N9O12 at a distorted geometry. Source: OMol25; level of theory: the ωB97M-V functional and the def2-TZVPD basis.

Output
E_LUMO	0.0	eV
ΔE to the lowest compared entry with this formula, charge and spin	0.0	kJ/mol
HOMO-LUMO gap	8.60	eV
E_tot	-60780.57705	eV
max |F|	1.36	eV/Å
E_HOMO	-8.6	eV

Structure (XYZ):
```
105
Properties=species:S:1:pos:R:3:forces:R:3:mulliken_charge:R:1
C -3.2510 0.0133 1.8608 -0.05 -0.20 0.46 -0.4746
O -2.3730 1.0247 2.2820 0.29 -0.25 0.20 -0.4565
C -1.6893 1.7515 1.2799 -0.04 0.32 -0.85 0.8192
C -2.6127 2.6695 0.4751 -0.10 -0.08 0.46 -1.0437
N -3.3910 3.5876 1.3252 0.81 -0.36 0.55 -0.4087
C -2.5938 4.7537 1.7219 -0.39 0.63 -0.65 -0.0962
C -3.3135 5.5597 2.7834 0.06 0.33 0.12 -0.8103
O -3.2257 5.0378 4.0929 -0.07 -0.30 0.10 -0.3365
C -1.9562 5.2057 4.6827 -0.01 0.01 -0.25 -0.6426
H -4.1026 0.4264 1.3096 -0.07 -0.16 0.03 0.3417
H -3.5804 -0.4718 2.7816 -0.38 0.22 -0.03 0.2956
H -2.7985 -0.8137 1.2979 0.32 0.40 -0.32 -0.0388
H -1.1727 1.1051 0.5612 0.00 -0.20 0.23 -0.4648
H -0.9305 2.3465 1.7858 -0.01 -0.06 0.15 0.2683
H -3.3112 2.0587 -0.1010 0.05 0.06 -0.17 0.1943
H -1.9795 3.2283 -0.2164 -0.15 0.04 -0.13 0.5114
H -3.5178 3.0630 2.1941 -0.40 0.08 -0.12 0.3228
H -2.5337 5.4235 0.8543 0.09 -0.15 -0.04 0.3047
H -1.5530 4.5464 2.0035 -0.09 -0.16 0.08 0.1669
H -4.3773 5.5943 2.5461 0.00 -0.07 -0.05 0.3391
H -2.9462 6.5974 2.7758 0.09 -0.08 0.03 0.4353
H -1.1680 4.7108 4.1042 0.00 0.00 0.08 0.2373
H -2.0018 4.7531 5.6692 0.03 0.07 0.07 0.2368
H -1.7063 6.2717 4.7558 0.02 -0.04 0.11 0.3087
C 0.0945 -4.2516 0.4179 0.31 0.13 -1.32 -1.0048
O 0.4303 -3.3896 1.4656 -0.41 0.48 0.23 -0.3437
C -0.5525 -3.4205 2.4876 0.26 -0.07 0.71 -0.6446
C -0.2156 -2.4526 3.6182 0.15 -0.56 -0.41 -0.6876
N 0.9118 -2.9363 4.4057 0.26 0.58 0.23 -0.3570
C 1.3255 -1.9626 5.4176 -0.19 -0.22 0.57 -0.6739
C 2.3464 -2.6107 6.3264 0.60 0.08 -0.72 -0.5816
O 1.7247 -3.6914 6.9772 -0.07 0.02 -0.04 -0.3374
C 2.5801 -4.3223 7.8977 -0.11 -0.01 0.47 -0.7650
H 0.8292 -4.1124 -0.3823 0.29 -0.17 0.36 0.2624
H -0.8292 -3.9529 -0.1009 -0.28 -0.22 0.55 0.3670
H 0.0866 -5.2947 0.7366 -0.17 -0.05 0.01 0.3049
H -0.5591 -4.4349 2.9107 -0.34 -0.02 -0.13 0.4870
H -1.5390 -3.1654 2.0832 -0.01 -0.13 -0.10 0.2875
H -1.1149 -2.3152 4.2320 -0.04 0.15 -0.07 0.5744
H 0.0614 -1.4997 3.1583 -0.06 0.12 0.22 0.3438
H 0.6998 -3.7773 4.9331 -0.23 -0.14 -0.35 0.2679
H 0.4789 -1.6697 6.0588 -0.01 0.21 -0.16 0.3855
H 1.7448 -1.0718 4.9496 0.00 0.02 -0.07 0.4147
H 2.8058 -1.8914 7.0149 -0.33 0.01 0.20 0.4382
H 3.1713 -2.9954 5.7040 -0.03 0.01 0.06 0.3481
H 2.5973 -3.7598 8.8391 0.11 -0.01 -0.03 0.2725
H 3.6052 -4.4086 7.5278 -0.03 -0.06 -0.13 0.3351
H 2.1776 -5.3118 8.1038 0.04 -0.04 -0.04 0.2468
C 4.6983 1.1799 -2.8505 0.36 0.10 -0.16 -0.6707
O 3.7356 1.0498 -3.8819 -0.26 0.12 0.17 -0.3876
C 3.3141 -0.2857 -4.0300 0.68 -0.34 -0.27 0.0551
C 2.3455 -0.3863 -5.1851 -0.15 -0.02 0.72 -1.0527
N 1.1436 0.4090 -4.9300 -0.13 0.15 -0.68 0.0873
C 0.2047 0.2868 -6.0602 -0.11 -0.13 0.72 -0.8404
C -0.9206 1.2774 -5.9014 0.44 0.20 0.95 -0.3867
O -0.4224 2.5705 -6.2011 -0.12 -0.43 -0.87 -0.3824
C -1.4160 3.5514 -6.0926 -0.43 0.32 0.14 -0.7740
H 4.9553 2.2345 -2.7628 -0.18 0.02 0.04 0.2526
H 5.6216 0.6527 -3.1285 -0.12 -0.13 0.10 0.3084
H 4.3317 0.8058 -1.8916 0.03 -0.04 -0.03 0.2076
H 2.8839 -0.6912 -3.1074 -0.19 0.27 -0.02 -0.1502
H 4.1911 -0.9207 -4.2511 -0.08 0.08 -0.06 0.5083
H 2.0635 -1.4455 -5.2230 -0.08 0.06 -0.30 0.3720
H 2.8149 -0.1018 -6.1335 0.12 -0.08 0.00 0.4014
H 1.4143 1.3905 -4.9019 0.16 -0.08 0.16 0.1983
H -0.2384 -0.7114 -6.0039 0.08 -0.08 -0.27 0.4519
H 0.7126 0.4204 -7.0216 -0.12 -0.04 -0.11 0.4109
H -1.2036 1.3122 -4.8372 -0.25 -0.35 -0.10 0.1841
H -1.8055 0.9585 -6.4617 0.07 0.42 -0.34 0.4804
H -2.3904 3.1940 -6.4462 0.04 -0.13 0.06 0.3272
H -1.1680 4.4064 -6.7193 0.28 0.02 0.12 0.2484
H -1.5198 3.8684 -5.0489 -0.09 0.09 -0.04 0.2801
N -0.4985 0.0205 -2.3382 0.11 -0.27 0.88 0.4371
C 0.1776 -0.6129 -1.3498 -0.53 -0.27 -0.58 -0.5698
N -0.6567 -1.1964 -0.4340 0.73 -0.12 0.20 1.0924
O 1.4122 -0.7057 -1.2875 -0.31 0.31 0.30 -0.4505
H -1.4854 -0.1700 -2.3007 -0.14 0.61 -0.55 0.0570
H -0.0322 0.4025 -3.1482 0.24 -0.22 -0.15 -0.0513
H -1.6521 -1.2658 -0.5727 0.04 0.27 -0.06 0.1047
H -0.2202 -1.5881 0.3816 0.00 -0.24 0.02 -0.5368
N -2.6209 -3.8771 -3.4595 0.22 0.00 0.20 -0.4337
C -1.9806 -2.6981 -3.7527 -0.03 -0.49 -0.49 0.7636
N -0.6181 -2.7458 -3.7799 -0.23 0.51 -0.05 -0.1686
O -2.6002 -1.6696 -4.0144 -0.01 -0.11 0.26 -0.7494
H -2.1246 -4.7203 -3.2395 0.14 0.04 -0.06 0.1448
H -3.6009 -3.9727 -3.6447 -0.06 0.28 -0.01 0.2476
H -0.0525 -3.5704 -3.7356 -0.15 -0.18 0.04 0.1972
H -0.1733 -1.8718 -4.0168 0.11 -0.05 0.18 -0.0436
N 1.9993 2.2723 -1.2073 -0.14 -0.22 0.67 0.0350
C 1.9208 2.7740 0.0663 -0.09 0.28 -0.10 0.5033
N 1.8673 1.8055 1.0434 -0.16 -0.02 -0.39 -0.1709
O 1.8779 3.9726 0.3229 0.08 -0.38 -0.03 -0.7413
H 1.9662 1.2723 -1.3369 0.13 0.00 -0.29 -0.2325
H 2.1239 2.8852 -1.9878 -0.02 0.14 0.03 0.1537
H 1.8625 2.0823 2.0043 0.03 0.14 0.02 0.1962
H 1.9051 0.8273 0.8124 0.20 -0.01 0.03 0.1480
O 3.9442 -1.1391 -0.1247 0.22 0.03 -0.17 -0.6846
H 3.7953 -1.4275 0.7814 0.07 -0.03 0.23 0.4376
H 3.0798 -1.1971 -0.5473 -0.17 0.07 -0.03 0.3292
O -3.3029 -0.4780 -1.5463 -0.47 -0.23 -0.08 -0.5528
H -3.6116 -0.8378 -2.3959 0.28 -0.02 -0.02 0.1682
H -4.0945 -0.3729 -1.0086 0.06 0.11 0.04 0.2759
O 2.7863 -2.1539 2.3586 0.04 0.34 -0.12 -0.8108
H 2.3887 -2.4304 3.2023 0.01 -0.27 -0.16 0.2410
H 2.0965 -2.3828 1.7188 0.10 -0.17 0.20 0.5854
```
Positions in Å, forces in eV/Å.